Entry 1:
The following is a quantum chemistry calculation of a single C5H4FNO3 molecule at a distorted geometry, from the OMol25 dataset.

Geometry as XYZ:
```
14
C5H4FNO3 (ωB97M-V/def2-TZVPD)
C -1.1506 -1.7496 -0.5922
H -1.1613 -2.1193 -1.6115
H 0.2608 2.5062 0.4907
F 2.7048 -0.5648 1.0805
O -1.2186 -2.7563 0.2999
O -2.0261 1.6217 0.0725
C 2.4810 0.1407 -0.0882
C -0.9330 0.8062 -0.0515
C 0.3559 1.4590 0.1869
H -1.1735 -2.4202 1.2060
C -1.1078 -0.4721 -0.3396
O 3.1829 -0.0189 -1.0262
H -1.7517 2.5300 0.2487
N 1.5373 1.0377 0.1239
```

relative energy (zero: lowest compared OMol25 entry of this formula, charge and spin)	0.0	kJ/mol
strongest force on any atom	1.43	eV/A
structure (SMILES)	O=C(F)/N=C\C(O)=C=CO
frontier orbital gap	9.1	eV

Entry 2:
The following is a quantum chemistry calculation of C5H4FO2 as an isolated structure at a distorted geometry, from the OMol25 dataset.

Geometry as XYZ:
```
12
C5H4FO2 (ωB97M-V/def2-TZVPD)
H 1.3997 -1.1286 -0.8512
H 0.1492 -1.3030 1.3150
C -1.2049 0.7125 -0.6781
C 0.4889 -0.3027 0.9758
C -0.7773 0.5562 1.2179
C -0.3203 -0.0137 -1.4561
C 0.9439 -0.2848 -0.4658
H 1.3420 -0.0116 1.5998
O -0.9403 1.1820 2.2474
O -0.3194 -0.3126 -2.6447
H 1.7903 0.3561 -0.5619
F -2.5519 0.5502 -0.6981
```

relative energy (zero: lowest compared OMol25 entry of this formula, charge and spin)	262.9	kJ/mol
strongest force on any atom	4.99	eV/A
total charge	-1
frontier orbital gap	7.1	eV

Entry 3:
The following is a quantum chemistry calculation of C5H4GdO4 as an isolated structure at a distorted geometry, from the OMol25 dataset.

Geometry as XYZ:
```
14
C5H4GdO4 (ωB97M-V/def2-TZVPD)
H 0.3377 -1.3947 3.8534
H 1.2550 -3.8059 1.0734
O 1.2558 -1.6238 3.6097
Gd 2.6529 -1.4341 -0.3927
O -1.1360 0.6097 -1.8369
C -2.0212 1.6359 -1.7383
H -0.3299 2.5361 -0.8008
C 1.3670 -2.7728 1.4080
C -2.8269 2.5234 -1.8376
H -3.4275 3.4115 -1.9229
O 0.4370 1.8920 -0.8600
C 1.3601 -2.2848 2.5587
C 0.1483 0.8224 -1.5088
O 0.9277 -0.1148 -1.6051
```

relative energy (zero: lowest compared OMol25 entry of this formula, charge and spin)	321.7	kJ/mol
expectation value of S²	15.9358
strongest force on any atom	7.82	eV/A
total charge	+3
frontier orbital gap (spin up / spin down)	8.5 / 2.4	eV
spin multiplicity	8

Entry 4:
The following is a quantum chemistry calculation of a 2-piece molecular cluster, C5H4I2OS overall at a distorted geometry, from the OMol25 dataset.

Geometry as XYZ:
```
13
C5H4I2OS (ωB97M-V/def2-TZVPD)
H -2.3654 -3.8198 -1.5652
C -1.5297 0.6363 -0.6837
I -2.6608 2.5581 -0.3003
S 0.6877 -0.8772 -0.3399
C 0.4338 1.4447 0.6952
H 0.0162 2.4605 0.9256
O -2.0504 -0.1052 -1.4650
I -0.8522 -4.1848 -1.5159
C 1.5949 0.9393 1.2282
C 1.9314 -0.2709 0.6985
H 2.2907 1.4924 1.8011
C -0.2577 0.5435 -0.0582
H 2.7615 -0.8168 0.5796
```

relative energy (zero: lowest compared OMol25 entry of this formula, charge and spin)	0.8	kJ/mol
strongest force on any atom	4.12	eV/A
structure (SMILES)	O=C(I)c1cccs1.I
frontier orbital gap	8.8	eV

Entry 5:
The following is a quantum chemistry calculation of a single C5H4IN molecule at a distorted geometry, from the OMol25 dataset.

Geometry as XYZ:
```
11
C5H4IN (ωB97M-V/def2-TZVPD)
H 1.6747 -0.9593 -0.2407
H 1.9876 0.5469 -0.6686
H 1.3359 -0.3705 -1.9138
C -1.3111 -0.6974 1.7108
N -0.6932 1.3637 -0.9449
C -0.2640 -0.3048 2.5573
H -0.2317 1.7255 -1.8883
I -3.2317 -1.6509 1.4985
C 1.2136 -0.1598 -0.8142
C -0.4308 0.0710 1.0249
C -0.0492 0.4357 -0.3210
```

relative energy (zero: lowest compared OMol25 entry of this formula, charge and spin)	128.2	kJ/mol
strongest force on any atom	4.08	eV/A
structure (SMILES)	[H]/N=C(\C)C1=C=C1I
frontier orbital gap	9.1	eV

Entry 6:
The following is a quantum chemistry calculation of C5H4InO4 as an isolated structure at a distorted geometry, from the OMol25 dataset.

Geometry as XYZ:
```
14
C5H4InO4 (ωB97M-V/def2-TZVPD)
H 0.8251 -2.4260 -1.7366
C -0.0160 -2.4167 -1.0673
C -1.0541 -2.4578 -0.4423
O 0.5425 0.3817 0.6660
C -0.7140 0.8257 0.8121
H 1.9175 1.8682 1.9044
C -1.8772 1.1345 0.8725
C 1.5060 1.1689 0.1719
H -2.9182 1.4003 0.9307
O 1.7331 1.0858 -1.0267
O -2.0636 -2.3815 0.3667
H -2.8943 -2.1544 -0.0887
In 2.8559 2.0245 -2.3244
O 2.1572 1.9468 0.9615
```

relative energy (zero: lowest compared OMol25 entry of this formula, charge and spin)	0.0	kJ/mol
expectation value of S²	0.7564
strongest force on any atom	5.50	eV/A
total charge	+2
frontier orbital gap (spin up / spin down)	9.4 / 4.2	eV
spin multiplicity	2

Entry 7:
The following is a quantum chemistry calculation of C5H4MnO2 as an isolated structure at a distorted geometry, from the OMol25 dataset.

Geometry as XYZ:
```
12
C5H4MnO2 (ωB97M-V/def2-TZVPD)
O -2.5159 0.8080 -0.2832
O 2.8391 0.4711 0.2462
C -0.2381 -0.0059 -0.0044
H -2.6667 0.9216 0.6606
C 1.6516 0.2434 0.4729
H -1.4432 -0.2449 -1.6434
H 0.7138 -1.8032 1.1123
C 0.7390 -0.8547 0.5713
C -1.5994 -0.2065 -0.5330
H -1.9535 -1.2008 -0.2034
Mn 4.0507 0.8136 -1.0538
C 0.4225 1.0583 0.6579
```

relative energy (zero: lowest compared OMol25 entry of this formula, charge and spin)	135.3	kJ/mol
expectation value of S²	8.7538
strongest force on any atom	3.90	eV/A
total charge	+2
frontier orbital gap (spin up / spin down)	5.9 / 5.7	eV
spin multiplicity	6

Entry 8:
The following is a quantum chemistry calculation of a 2-piece molecular cluster, C5H4N overall at a distorted geometry, from the OMol25 dataset.

Geometry as XYZ:
```
10
C5H4N (ωB97M-V/def2-TZVPD)
C -0.5952 0.3095 1.2205
C 1.2960 -0.2845 -2.3083
H -1.3441 1.0053 1.0209
C 0.1396 0.1783 -0.0322
C 0.6086 -0.1978 -1.1576
H 1.3946 -1.1143 -2.9030
N -0.8868 -0.8452 1.9762
C -2.6313 -0.6179 3.1010
H 0.0200 1.0319 1.8717
H 1.9986 0.5347 -2.7893
```

relative energy (zero: lowest compared OMol25 entry of this formula, charge and spin)	1027.7	kJ/mol
strongest force on any atom	7.14	eV/A
total charge	+1
frontier orbital gap (spin up / spin down)	5.7 / 5.7	eV

Please write out number 1 again, unchanged.
The following is a quantum chemistry calculation of a single C5H4FNO3 molecule at a distorted geometry, from the OMol25 dataset.

Geometry as XYZ:
```
14
C5H4FNO3 (ωB97M-V/def2-TZVPD)
C -1.1506 -1.7496 -0.5922
H -1.1613 -2.1193 -1.6115
H 0.2608 2.5062 0.4907
F 2.7048 -0.5648 1.0805
O -1.2186 -2.7563 0.2999
O -2.0261 1.6217 0.0725
C 2.4810 0.1407 -0.0882
C -0.9330 0.8062 -0.0515
C 0.3559 1.4590 0.1869
H -1.1735 -2.4202 1.2060
C -1.1078 -0.4721 -0.3396
O 3.1829 -0.0189 -1.0262
H -1.7517 2.5300 0.2487
N 1.5373 1.0377 0.1239
```

relative energy (zero: lowest compared OMol25 entry of this formula, charge and spin)	0.0	kJ/mol
strongest force on any atom	1.43	eV/A
structure (SMILES)	O=C(F)/N=C\C(O)=C=CO
frontier orbital gap	9.1	eV